A molecular structure, C3H5LiO4Tl in a non-equilibrium geometry, computed with ωB97M-V with the def2-TZVPD basis set.

XYZ file:
```
14
Properties=species:S:1:pos:R:3:mulliken_charge:R:1
O 2.34 -1.27 0.12 -0.803
C 2.03 -0.47 -0.83 0.806
O 1.26 -1.22 -1.66 -0.683
O 1.56 0.69 -0.66 -0.627
Li 2.58 -2.66 -1.23 0.865
C -1.03 0.37 -0.10 -0.158
C -1.13 1.62 0.76 -0.906
H 0.13 -0.81 -1.29 0.412
H -1.41 0.56 -1.12 0.384
H -0.61 1.45 1.72 0.217
H -0.72 2.50 0.25 0.299
H -2.18 1.86 1.00 0.301
O -1.84 -0.81 0.65 -0.670
Tl -0.98 -1.81 2.38 0.563
```

Computed properties:
Lowest unoccupied orbital energy (spin up / spin down) ... -0.81 / -0.82 eV
HOMO (spin up / spin down) ... -7.589 / -8.674 eV
ΔE to the lowest compared entry with this formula, charge and spin ... 2.347 eV
Multiplicity ... 2